Record 1
2 unconnected molecules or ions with the total composition C6H6O4 at a distorted geometry, computed with ωB97M-V/def2-TZVPD.

ORCA input file:
```
! RIJCOSX wB97M-V def2-TZVPD def2/J DEFGRID3
* xyz 0 1
O -1.873 3.811 1.047
C -1.341 3.013 1.785
C -0.742 1.784 1.303
C -0.187 0.793 0.882
C 0.501 -0.367 0.357
C -0.241 -1.317 -0.524
O 0.810 -0.358 -1.026
C 1.581 -0.981 1.219
O 1.734 -0.701 2.377
H -1.295 3.166 2.882
H 0.050 -2.369 -0.453
H -1.292 -1.072 -0.698
H 2.210 -1.726 0.686
O 0.091 -1.634 -3.288
H 0.723 -0.851 -3.018
H -0.727 -1.190 -3.531
*
```

Values from the calculation:
DFT total energy   -533.03803 Ha
HOMO-LUMO gap   10.23 eV
Largest force on an atom   0.062 hartree/bohr
ΔE to the lowest compared entry with this formula, charge and spin   4.7615 eV
SMILES string   O=CC#C[C@@]1(C=O)CO1.O

=====

Record 2
A gas-phase ion, C7H12NO (charge +1) at a distorted geometry, computed with ωB97M-V/def2-TZVPD.

ORCA input file:
```
! RIJCOSX wB97M-V def2-TZVPD def2/J DEFGRID3
* xyz 1 1
C -2.467 -0.238 0.054
C -2.144 -1.560 -0.047
C -0.340 -0.361 -0.133
C 1.647 -1.051 -1.178
C 1.909 0.176 1.245
C -1.111 1.928 0.152
C 1.124 0.004 -0.177
N -1.331 0.517 -0.088
O -0.807 -1.627 -0.167
H -3.450 0.104 0.076
H -2.669 -2.431 0.228
H 1.099 -2.020 -0.939
H 2.657 -1.285 -1.113
H 1.309 -0.712 -2.200
H 2.072 -0.699 1.825
H 1.305 1.006 1.794
H 2.901 0.328 0.887
H -1.057 2.183 1.145
H -0.113 2.263 -0.245
H -1.832 2.458 -0.426
H 1.299 1.016 -0.689
*
```

Values from the calculation:
DFT total energy   -403.61837 Ha
HOMO-LUMO gap   10.70 eV
Largest force on an atom   0.065 hartree/bohr
ΔE to the lowest compared entry with this formula, charge and spin   1.4096 eV
SMILES string   CC(C)c1occ[n+]1C

=====

Record 3
A molecular structure, C23H40Cl3CoN4O3Si at a distorted geometry, computed with ωB97M-V/def2-TZVPD.

ORCA input file:
```
! RIJCOSX wB97M-V def2-TZVPD def2/J DEFGRID3
* xyz 0 5
C -0.188 -0.552 -3.136
C -1.423 0.225 -2.863
H -0.388 -1.530 -3.587
H 0.370 -0.720 -2.196
H 0.489 0.010 -3.801
C -2.612 -0.024 -3.432
C -2.860 -1.029 -4.498
H -3.486 0.561 -3.148
H -2.007 -1.694 -4.660
H -3.085 -0.541 -5.458
H -3.736 -1.644 -4.254
Co 0.494 1.081 0.391
Cl 1.890 2.355 -0.684
Cl 1.371 -0.920 -0.111
H 2.366 1.883 5.413
H 4.648 1.939 4.285
C 2.133 0.969 4.855
C 4.365 1.025 3.746
N 2.907 0.933 3.623
H 1.071 0.936 4.594
C 2.296 0.866 2.444
O 1.031 0.823 2.316
H 4.809 1.039 2.746
H 2.929 0.856 1.546
H 2.400 0.114 5.485
H 4.758 0.167 4.307
H -1.613 -2.210 -1.207
H -4.024 -1.268 -1.320
C -1.783 -2.494 -0.157
C -4.127 -1.733 -0.328
N -2.866 -1.702 0.386
H -0.866 -2.327 0.418
C -2.732 -0.962 1.523
O -1.666 -0.645 2.050
H -4.868 -1.182 0.259
H -3.730 -0.668 1.935
H -2.070 -3.559 -0.142
H -4.453 -2.771 -0.466
O -1.090 0.865 -0.617
C -1.230 1.371 -1.896
C -3.573 2.216 -1.338
C -2.325 2.440 -1.918
H -3.765 1.245 -0.866
C -4.549 3.223 -1.383
H -0.295 1.873 -2.188
C -2.055 3.635 -2.586
H -5.510 3.055 -0.891
C -4.270 4.439 -2.026
C -3.038 4.626 -2.674
H -1.065 3.762 -3.043
H -5.015 5.241 -2.032
H -2.813 5.549 -3.218
Si 4.680 -4.308 -0.028
Cl 3.788 -4.795 -1.839
C 3.626 -5.082 1.309
C 4.718 -2.442 0.013
C 6.403 -5.062 0.005
H 2.586 -4.746 1.217
H 4.004 -4.794 2.298
H 3.648 -6.177 1.234
H 6.355 -6.159 -0.034
H 6.921 -4.779 0.931
H 7.009 -4.719 -0.843
H 3.706 -2.012 -0.017
H 5.278 -2.066 -0.854
H 5.216 -2.099 0.930
N -1.894 2.305 1.275
C -2.444 3.368 1.886
C -1.412 4.256 2.175
C -0.243 3.648 1.689
N -0.553 2.441 1.165
H -2.366 1.496 0.866
H -3.498 3.383 2.073
H -1.464 5.209 2.669
H 0.779 3.989 1.681
*
```

Values from the calculation:
DFT total energy   -4398.06803 Ha
HOMO-LUMO gap (alpha / beta)   8.88 / 6.99 eV
Largest force on an atom   0.077 hartree/bohr
ΔE to the lowest compared entry with this formula, charge and spin   0.0000 eV

=====

Record 4
21 unconnected molecules or ions with the total composition C19H64F4N4O23 at a distorted geometry, computed with ωB97M-V/def2-TZVPD.

ORCA input file:
```
! RIJCOSX wB97M-V def2-TZVPD def2/J DEFGRID3
* xyz 0 1
C 1.322 0.220 5.441
C 0.072 1.038 4.946
C 0.108 0.968 3.388
C 0.173 2.252 2.662
N 0.197 2.325 1.328
C 0.199 1.094 0.704
C 0.230 1.088 -0.773
C 0.247 2.438 -1.517
C 1.377 2.612 -2.593
C 2.727 1.930 -2.259
F 1.648 4.013 -2.696
C 0.197 -0.155 -1.486
C 0.192 -0.162 -3.029
O -1.041 0.508 -3.478
N -1.885 -0.516 -3.949
O -2.683 -0.822 -3.149
C 0.131 -1.445 -0.744
C 0.052 -2.793 -1.504
C 1.350 -3.198 -2.269
O 0.989 -4.312 -3.097
C 2.537 -3.673 -1.364
F 3.729 -3.326 -1.987
F 2.607 -5.021 -1.214
F 2.585 -3.108 -0.141
C 0.104 -1.401 0.682
C -0.006 -2.736 1.484
C -1.501 -3.104 1.816
N -2.510 -2.285 1.105
C 0.136 -0.134 1.461
N 0.065 -0.254 2.834
H 1.392 -0.758 4.911
H 2.254 0.788 5.198
H 1.291 -0.013 6.520
H 0.052 2.077 5.319
H -0.826 0.451 5.253
H 0.173 3.188 3.251
H 0.280 3.325 -0.857
H -0.722 2.501 -2.071
H 0.950 2.327 -3.578
H 3.331 2.545 -1.554
H 2.638 0.881 -1.918
H 3.325 1.906 -3.206
H 1.090 0.348 -3.440
H 0.180 -1.175 -3.478
H -0.280 -3.643 -0.881
H -0.734 -2.663 -2.287
H 1.718 -2.384 -2.929
H 1.782 -4.683 -3.511
H 0.516 -2.596 2.454
H 0.472 -3.578 0.950
H -1.711 -3.053 2.913
H -1.659 -4.175 1.535
H -3.252 -2.898 0.762
H -3.000 -1.674 1.765
O -4.395 -0.460 2.765
H -5.157 0.123 2.683
H -4.583 -0.982 3.557
O 0.484 0.176 -6.096
H 0.217 0.502 -6.966
H -0.215 0.494 -5.510
O 0.415 1.424 -8.732
H 1.184 1.024 -9.150
H 0.638 2.363 -8.680
O -2.271 3.281 4.267
H -2.553 3.564 3.391
H -2.962 3.611 4.851
O -1.962 2.045 -6.844
H -2.702 1.427 -6.860
H -1.326 1.668 -7.464
O 0.006 4.001 -10.448
H -0.263 4.325 -11.314
H -0.689 4.309 -9.855
O -4.584 1.537 -7.780
H -4.847 1.858 -8.648
H -5.282 1.847 -7.192
O -2.466 -0.405 6.403
H -2.729 -0.111 5.522
H -3.160 -0.068 6.980
O 1.682 3.345 -6.104
H 2.241 2.572 -5.965
H 1.458 3.634 -5.212
O -0.375 -2.323 7.249
H -1.140 -1.750 7.112
H -0.608 -2.840 8.030
O 4.282 4.254 -4.838
H 3.985 4.544 -5.708
H 3.595 4.572 -4.240
O -5.258 -3.047 4.174
H -6.006 -3.651 4.226
H -4.669 -3.458 3.531
O 3.410 -0.889 1.583
H 2.875 -1.082 0.803
H 4.150 -1.504 1.519
O 4.656 0.972 4.103
H 4.128 0.772 3.319
H 5.397 0.361 4.051
O -5.237 2.754 4.112
H -5.517 3.040 3.235
H -5.926 3.087 4.698
O 6.665 -3.619 -1.695
H 6.901 -4.489 -1.355
H 5.706 -3.653 -1.788
O 2.620 1.904 7.306
H 3.445 1.943 6.807
H 2.826 2.344 8.138
O -2.185 -4.267 8.496
H -1.967 -5.134 8.855
H -3.140 -4.296 8.377
O 2.659 -3.167 4.237
H 2.981 -2.635 3.499
H 2.965 -4.058 4.037
O -3.546 3.159 -1.418
H -3.231 3.696 -2.153
H -3.227 2.272 -1.622
*
```

Values from the calculation:
DFT total energy   -3111.23276 Ha
HOMO-LUMO gap   7.81 eV
Largest force on an atom   0.069 hartree/bohr